This record from the Open Molecules 2025 dataset describes a molecular structure, C59H48Ge2KN6O3 at a distorted geometry. The level of theory is ωB97M-V/def2-TZVPD.

Geometry as XYZ:
```
119
Properties=species:S:1:pos:R:3:forces:R:3
K 17.38278 -18.87111 -9.76999 0.02 0.02 0.09
C 17.66033 -13.94871 -24.08606 -2.75 -4.75 -3.03
O 18.69334 -15.00286 -23.56635 -2.39 3.64 1.71
C 18.66690 -15.13092 -22.05179 -2.98 -7.40 -7.73
C 18.77941 -14.15741 -21.26358 2.85 5.98 4.62
C 18.97020 -14.36867 -19.91879 -2.23 -1.33 7.70
C 18.42600 -15.58832 -19.30640 3.62 3.22 -3.34
C 18.27926 -16.53251 -20.25831 -1.73 -7.10 0.27
C 18.29683 -16.45509 -21.66381 -0.01 1.00 -1.71
C 18.49030 -15.92262 -17.91325 -2.71 -0.44 3.60
N 17.33997 -15.75706 -17.14190 -0.43 1.14 -1.91
C 17.59188 -16.42168 -16.03713 -0.61 -0.63 2.95
C 18.86488 -16.95326 -16.08427 -0.07 -1.76 1.83
N 19.36189 -16.66565 -17.24510 3.48 -0.04 -3.48
C 19.42151 -17.92571 -15.12436 -0.79 2.09 -0.33
C 20.64495 -18.53707 -15.29269 1.84 -0.21 -3.59
C 21.00351 -19.52202 -14.45252 -1.08 0.93 3.92
C 20.27546 -19.61879 -13.17277 0.34 -2.61 -1.24
N 19.11421 -19.02223 -12.93933 1.28 0.17 -1.16
C 18.71670 -18.16970 -13.95065 -0.96 -0.53 0.28
C 17.36129 -17.61286 -13.84668 -0.68 1.20 0.47
N 16.71360 -17.94515 -12.70984 -1.96 0.41 0.75
C 15.46386 -17.46395 -12.50331 -1.27 -0.14 -0.52
C 14.83406 -16.68602 -13.51711 -3.44 1.78 1.36
C 15.45739 -16.28666 -14.68298 -0.37 0.31 0.00
C 16.78772 -16.71031 -14.83013 0.60 -0.56 -1.22
H 17.66696 -13.98199 -25.23561 0.92 -0.41 1.52
H 17.41471 -12.93706 -23.97638 1.68 2.02 1.87
H 16.48987 -14.28893 -24.01128 2.74 -0.29 0.62
H 19.05059 -13.19569 -21.57997 0.26 1.28 -0.96
H 19.26310 -13.82802 -18.77116 -0.42 0.14 -4.40
H 18.16187 -17.60725 -19.68233 -0.15 2.28 -2.03
H 17.94052 -17.19172 -22.64103 1.37 1.82 3.66
H 18.93000 -19.29081 -27.55244 0.00 0.00 0.00
H 21.28092 -18.34495 -16.26902 -1.51 -0.16 2.09
H 21.94641 -19.97362 -14.43639 1.18 -0.91 -0.51
H 20.62241 -20.53382 -12.51994 -0.80 2.27 -0.66
H 14.72887 -17.72412 -11.58585 2.58 0.36 -1.85
H 13.68083 -16.19303 -13.30173 3.43 -1.80 -0.51
H 14.89968 -15.63668 -15.45129 1.29 -1.16 1.23
O 19.06209 -20.75330 -7.60795 0.37 -0.87 0.29
O 19.55236 -19.81759 -8.57530 -0.42 0.24 0.04
N 16.82344 -21.03527 -12.27705 -1.31 -3.70 -0.53
C 15.47301 -21.10011 -12.19375 -0.38 0.20 0.95
C 15.16339 -22.46935 -12.36264 -2.68 2.89 1.18
N 16.25684 -23.22065 -12.56782 1.69 0.97 -0.06
C 17.26648 -22.33734 -12.53546 -0.60 1.58 0.44
H 17.24800 -20.16218 -12.29486 1.82 1.69 -0.30
H 14.99964 -20.11966 -11.82784 0.04 -2.07 -0.98
H 14.08965 -22.73561 -12.17516 1.43 -0.68 -0.60
H 18.33586 -22.42719 -12.60526 0.00 -0.80 -0.24
C 12.65177 -17.07821 -10.23439 0.69 2.99 -0.51
Ge 13.95943 -16.98259 -8.58891 -0.33 0.74 0.07
C 13.53976 -14.98860 -8.17179 -0.25 1.39 -0.73
C 13.93371 -14.13505 -9.22614 2.75 -1.61 -1.77
C 13.48466 -12.82805 -9.37738 1.76 -0.58 -1.67
C 12.63107 -12.23994 -8.51851 -1.60 2.29 0.88
C 12.35056 -12.93517 -7.37967 -0.61 -1.87 2.31
C 12.80065 -14.25767 -7.20470 0.74 -0.94 -0.11
C 12.82914 -18.07248 -7.23889 1.02 -2.61 -0.39
C 13.43390 -19.27148 -6.74360 1.03 2.15 0.67
C 12.73742 -20.44174 -6.36847 -1.10 3.65 -0.55
C 11.34240 -20.38294 -6.57872 2.10 -4.37 4.03
C 10.65713 -19.25481 -6.88937 -0.34 -0.12 -1.22
C 9.24916 -19.22030 -6.93857 -0.90 -0.52 0.45
C 8.66327 -18.02722 -7.15983 -5.63 -1.22 -0.03
C 9.31163 -16.86648 -7.31771 6.12 0.43 -0.10
C 10.73590 -16.87086 -7.34515 -1.76 -0.28 -1.20
C 11.43310 -18.14484 -7.24078 -1.06 3.80 0.09
H 13.14752 -16.82175 -11.22665 -0.59 0.71 1.33
H 11.57436 -16.87304 -10.31724 0.22 1.01 0.48
H 12.58362 -18.05118 -10.41970 0.02 -5.00 -0.28
H 14.84622 -14.57545 -10.02164 -2.97 1.34 2.13
H 13.90670 -12.21010 -10.15036 0.01 -0.06 -0.56
H 12.21826 -11.19894 -8.68690 0.66 -1.32 0.20
H 11.76703 -12.62449 -6.49755 0.14 0.62 -0.80
H 12.64674 -14.79105 -6.25664 -0.44 0.44 -0.26
H 14.45806 -19.05451 -6.30456 -0.73 -0.97 -1.15
H 13.27891 -20.92974 -5.59430 -0.17 -1.71 0.04
H 10.86102 -21.16299 -5.89827 -0.13 0.67 -1.63
H 8.56332 -20.08395 -6.76777 1.15 0.48 -0.13
H 7.47585 -17.96740 -7.23997 2.49 -0.36 0.26
H 8.97066 -15.94691 -7.57185 -2.00 2.43 -0.39
H 11.23518 -15.89464 -7.63061 -0.39 -1.68 0.56
C 17.83944 -21.02799 -7.56174 -0.11 1.27 -1.88
Ge 17.26469 -22.31317 -6.27318 -0.34 -0.23 0.61
C 17.45684 -21.18224 -4.66366 -1.65 -0.02 3.58
C 18.50080 -20.13797 -4.68747 -2.06 -1.60 0.44
C 18.99489 -19.52332 -3.62542 -3.58 1.68 6.63
C 18.19670 -19.93322 -2.20276 8.32 4.67 -3.99
C 17.23971 -20.84081 -2.23771 0.68 1.37 -4.05
C 16.68042 -21.45161 -3.38379 7.85 7.03 -4.69
C 15.44186 -22.91911 -6.78216 -0.12 -0.98 -1.30
C 14.84426 -22.41002 -8.02742 1.46 3.60 1.33
C 13.68702 -22.92355 -8.59139 3.22 -2.38 4.35
C 13.28197 -24.09053 -7.95183 2.83 2.76 1.59
C 13.79431 -24.62714 -6.78687 -1.08 -3.66 -0.55
C 14.93540 -24.13611 -6.19276 -0.55 2.65 -2.54
C 18.53275 -23.84132 -6.03915 -2.58 1.72 0.04
C 18.21466 -25.12064 -5.71014 3.82 -0.81 -0.50
C 19.25241 -26.07687 -5.61508 -1.14 -1.06 -0.42
C 20.57756 -25.71452 -5.86834 -2.20 2.53 0.39
C 20.83500 -24.34389 -6.14865 3.52 -2.53 -0.68
C 19.79948 -23.44455 -6.26760 3.35 1.11 0.36
H 18.86219 -19.75090 -5.55525 0.80 0.28 -2.95
H 19.46140 -18.45181 -3.45267 -0.25 -2.68 -1.17
H 19.11086 -19.36506 -1.51452 -3.89 -2.20 -0.40
H 17.02924 -21.12299 -1.35654 -2.57 -2.55 6.40
H 16.32435 -22.31744 -3.25872 -3.89 -6.34 0.58
H 15.22886 -21.31769 -8.39880 -0.59 -3.04 0.83
H 13.20480 -22.62014 -9.41381 -1.46 1.50 -2.88
H 12.46647 -24.44441 -8.32456 -4.94 -2.89 -2.12
H 13.33270 -25.73051 -6.58514 1.20 2.83 0.21
H 15.40868 -24.67370 -5.43760 0.71 -0.42 1.40
H 17.25201 -25.41978 -5.71232 -2.96 -1.05 0.40
H 18.88256 -27.14086 -5.49736 0.97 1.18 0.14
H 21.39901 -26.32898 -5.73670 1.25 -1.52 0.01
H 22.04510 -24.23291 -6.38487 -3.48 0.72 0.65
H 20.10580 -22.40694 -6.40390 -0.53 -0.14 -0.37
```
Forces are in eV/Å.

## Properties
multiplicity = 2
HOMO (spin up / spin down) = -2.615 / -2.615 eV
expectation value of S² = 0.750
E = -206377.9361 eV
LUMO energy (spin up / spin down) = 0.1257 / 0.1256 hartree
largest force on an atom = 0.2244 Eh/bohr
Kohn-Sham gap (spin up / spin down) = 0.2218 / 0.2217 hartree
charge = -2
energy above the lowest of the compared OMol25 structures with the same formula, charge and spin = 1543.29 kJ/mol

=====

This record from the Open Molecules 2025 dataset describes 9 unconnected molecules or ions with the total composition C59H50Br2F3O34S at a distorted geometry. The level of theory is ωB97M-V/def2-TZVPD.

Geometry as XYZ:
```
149
Properties=species:S:1:pos:R:3:forces:R:3
C -7.57959 -1.39565 0.38771 -0.50 0.60 0.18
C -6.02967 -1.33382 -0.22122 -1.16 -0.79 -0.09
C -5.06419 -0.59703 0.88367 -1.19 -1.49 1.01
S -3.88146 0.67515 0.17655 0.53 0.41 0.34
C -4.09680 2.19096 1.31998 -0.58 0.11 1.16
C -3.19912 3.46456 0.81233 0.71 -1.03 -1.72
O -2.78101 4.39873 1.86812 -2.61 -1.66 1.43
C -3.77965 4.52055 2.94104 -5.76 3.86 -0.05
C -3.63971 3.78857 4.43735 0.49 -0.11 -0.12
O -4.86665 5.30582 2.74809 7.23 -5.22 0.84
C -2.06678 0.13678 0.40190 1.28 -1.24 0.61
C -1.77097 -0.31709 1.94901 -0.49 -0.51 0.72
C -0.22018 -0.74428 2.26596 -1.26 -0.05 0.92
F -0.17923 -1.08429 3.73736 -0.41 0.80 -4.13
Br 0.15049 -2.42094 1.19669 -0.18 1.53 1.09
C 0.89254 0.42824 1.98797 2.05 0.61 -0.05
F 1.81080 0.05571 0.85498 -3.26 1.55 3.17
F 0.33539 1.78055 1.75385 1.17 -4.07 0.03
Br 2.04991 0.58863 3.65980 -0.99 0.04 -2.02
H -7.58365 -1.44915 1.56702 0.15 0.00 -2.36
H -8.19527 -2.30962 -0.01101 1.47 1.74 0.65
H -8.20854 -0.42761 0.08967 1.56 -2.03 0.62
H -6.07869 -0.80713 -1.26506 0.32 -0.91 2.07
H -5.70927 -2.46822 -0.38763 -0.33 2.67 0.36
H -5.75922 -0.04316 1.65070 1.55 -0.78 -1.50
H -4.50705 -1.44766 1.47131 -0.80 1.95 -1.11
H -5.26337 2.43699 1.25847 2.60 -0.67 0.24
H -3.79531 1.78412 2.39921 -0.75 1.18 -2.37
H -2.19527 3.00470 0.35980 -2.02 1.30 1.14
H -3.75036 3.98731 -0.10452 1.03 -0.88 2.30
H -2.54355 3.90336 4.88361 -2.53 -0.05 -1.14
H -3.85399 2.63645 4.40457 0.35 2.11 -0.39
H -4.45430 4.24982 5.17163 2.00 -0.79 -1.96
H -1.37019 0.99189 -0.00223 -1.63 -1.50 0.89
H -1.87098 -0.82636 -0.27255 -0.76 2.19 1.26
H -2.43240 -1.29022 2.14842 1.69 2.09 -0.35
H -2.09868 0.46317 2.76600 0.82 -1.28 -1.79
C -0.62095 7.22951 1.74734 0.02 -0.29 -0.33
C -0.34063 8.40585 2.31158 -0.77 -0.11 1.79
C 0.40972 9.45894 1.57292 0.54 1.07 -0.19
O 0.63596 10.53705 2.11098 -0.33 -0.98 -0.14
C 0.86001 9.15379 0.20591 -0.04 0.20 0.28
C 0.58260 7.97611 -0.35688 0.79 0.12 -1.69
C -0.19140 6.93397 0.37183 -0.47 -0.73 0.37
O -0.44675 5.86813 -0.17857 0.26 0.60 0.04
O 1.00509 7.68170 -1.64024 -0.91 -0.37 1.72
O -0.73880 8.68985 3.60500 0.85 0.29 -1.78
H -1.16748 6.45594 2.27194 0.03 0.05 -0.06
H 1.41978 9.92125 -0.31313 -0.04 -0.04 0.03
H 0.67983 6.77261 -1.81984 0.15 0.41 0.06
H -0.41876 9.60112 3.78232 -0.13 -0.32 -0.08
C -3.15914 8.61789 8.25997 0.19 0.06 0.27
C -3.37518 7.83058 7.20442 -1.48 0.76 -0.86
C -2.50999 6.65002 6.92988 0.58 -0.57 -0.09
O -2.74467 5.93408 5.96274 -0.02 0.69 0.49
C -1.38715 6.39088 7.84458 -0.33 -0.14 -0.47
C -1.16921 7.18033 8.89811 1.72 -0.76 1.00
C -2.05092 8.34428 9.18780 -0.42 1.05 0.65
O -1.83635 9.04084 10.17416 0.08 -0.79 -0.77
O -0.11417 6.94414 9.76026 -1.75 0.94 -0.85
O -4.41325 8.08298 6.32645 1.57 -1.03 0.72
H -3.78156 9.47793 8.47267 0.04 -0.06 -0.01
H -0.75548 5.54010 7.62340 -0.02 0.05 0.02
H -0.17029 7.65008 10.44071 0.03 -0.27 -0.24
H -4.36070 7.37356 5.64952 -0.06 0.35 0.23
C 6.35863 2.87615 2.47332 -0.49 -0.02 0.01
C 7.48763 2.75905 1.77164 1.51 0.27 1.31
C 7.46410 2.47737 0.30954 0.50 -0.21 -1.07
O 8.51745 2.39399 -0.31215 -0.69 0.11 0.76
C 6.15441 2.30319 -0.33775 0.31 -0.01 0.00
C 5.02563 2.41691 0.36479 -1.27 -0.31 -1.25
C 5.04882 2.72583 1.82087 -0.16 0.21 0.98
O 3.99425 2.84246 2.43604 0.50 -0.08 -0.69
O 3.79146 2.25174 -0.23666 1.17 0.37 1.44
O 8.72252 2.89645 2.37851 -1.39 -0.33 -1.53
H 6.36110 3.08294 3.53612 0.00 0.00 -0.07
H 6.15214 2.08117 -1.39721 0.01 0.03 0.05
H 3.13252 2.38404 0.47944 0.30 -0.06 -0.29
H 9.38118 2.77013 1.66124 -0.24 0.07 0.28
C 2.26885 -5.68087 -2.18982 -0.37 0.72 0.36
C 3.44547 -5.89919 -2.78025 -0.05 -1.39 -1.60
C 4.71685 -5.41621 -2.17365 0.95 0.17 0.14
O 5.78440 -5.64843 -2.72993 -0.86 0.06 0.14
C 4.63620 -4.66318 -0.91229 0.20 -0.23 -0.33
C 3.45916 -4.44198 -0.32382 0.45 0.89 1.40
C 2.19099 -4.94880 -0.91629 -0.43 -0.31 -0.56
O 1.12626 -4.74552 -0.34254 0.33 0.15 0.02
O 3.37586 -3.73269 0.86031 -0.71 -0.96 -1.41
O 3.52630 -6.58421 -3.97872 1.50 -1.26 5.11
H 1.33725 -6.02823 -2.61853 0.46 0.25 0.19
H 5.56601 -4.30249 -0.49148 -0.22 -0.08 -0.04
H 2.41977 -3.70912 1.08355 0.54 -0.04 -0.06
H 4.48287 -6.61296 -4.19876 -0.41 0.00 0.08
C 10.18985 -2.13652 -0.06054 0.26 -0.11 0.15
C 8.86443 -2.14167 -0.21528 -0.29 1.30 -1.25
C 7.99854 -3.07195 0.56090 -0.44 -0.57 0.47
O 6.78216 -3.04044 0.41111 0.82 0.39 -0.03
C 8.65150 -4.00958 1.48777 -0.46 0.21 -0.24
C 9.97722 -4.00663 1.63980 0.43 -1.48 1.38
C 10.84015 -3.05770 0.88415 1.07 0.52 -0.36
O 12.05405 -3.06633 1.05885 -1.04 -0.23 0.06
O 10.59765 -4.88696 2.50714 -0.21 1.56 -1.42
O 8.24630 -1.28057 -1.10328 0.03 -1.38 1.35
H 10.83098 -1.46417 -0.61661 -0.04 -0.04 0.04
H 8.01201 -4.69237 2.03236 0.04 0.04 -0.02
H 11.55679 -4.68687 2.44002 -0.36 -0.08 0.04
H 7.28675 -1.47658 -1.03163 0.41 0.07 -0.04
C 4.58267 -4.18546 -6.76205 0.32 0.26 -0.20
C 3.41465 -4.24754 -6.11972 -0.46 -1.74 0.47
C 2.51063 -3.06669 -6.04227 -0.66 0.74 0.16
O 1.43506 -3.15956 -5.46129 0.70 -0.24 -0.23
C 2.95660 -1.81477 -6.67346 -0.33 -0.24 0.26
C 4.12621 -1.75194 -7.31275 0.14 1.89 -0.67
C 5.01716 -2.94028 -7.41369 1.01 -0.70 -0.26
O 6.07786 -2.85673 -8.02369 -0.90 0.26 0.41
O 4.55272 -0.57782 -7.90584 0.05 -1.98 0.59
O 3.00074 -5.41370 -5.50257 -0.86 4.31 -3.78
H 5.24847 -5.03674 -6.82800 -0.03 0.05 -0.05
H 2.29809 -0.95929 -6.59437 0.04 -0.05 -0.02
H 5.42549 -0.78864 -8.30373 -0.33 0.08 0.14
H 2.12532 -5.20452 -5.10993 0.34 -0.10 -0.19
C -11.29787 -1.01579 -2.75801 0.59 -0.01 0.04
C -12.43081 -0.33169 -2.92882 -1.63 -1.37 0.21
C -12.41649 1.12979 -3.21433 -0.59 1.08 -0.24
O -13.47298 1.72779 -3.38536 0.78 -0.77 0.21
C -11.11195 1.80730 -3.27545 -0.22 0.01 0.00
C -9.97929 1.12367 -3.10117 1.10 1.23 -0.18
C -9.99280 -0.34241 -2.84317 -0.03 -0.92 0.12
O -8.93454 -0.94679 -2.70539 -0.27 0.60 0.00
O -8.74995 1.75460 -3.15461 -1.01 -1.44 0.28
O -13.66132 -0.95728 -2.84761 1.49 1.60 -0.26
H -11.29360 -2.07876 -2.55214 -0.01 0.06 -0.04
H -11.11667 2.87286 -3.46594 -0.01 -0.06 -0.01
H -8.08669 1.04712 -2.99951 -0.36 0.28 -0.16
H -14.32420 -0.25093 -3.00870 0.21 -0.28 0.05
C -2.02781 -10.12663 -3.35444 0.02 -0.21 -0.19
C -1.51805 -9.02552 -2.79909 -1.29 0.49 1.13
C -0.16812 -8.52259 -3.17645 0.77 0.11 -0.31
O 0.26588 -7.49743 -2.66295 -1.07 -1.03 -0.19
C 0.60343 -9.29371 -4.16372 -0.04 0.48 0.36
C 0.09489 -10.39670 -4.71638 1.44 -0.75 -1.32
C -1.26577 -10.88381 -4.35935 -0.96 -0.81 -0.08
O -1.71345 -11.89065 -4.89789 0.63 0.83 0.31
O 0.81564 -11.12770 -5.64285 -1.64 0.58 1.29
O -2.22733 -8.31004 -1.85191 1.49 -0.32 -1.13
H -3.00860 -10.50213 -3.09107 0.06 0.02 -0.03
H 1.59024 -8.92703 -4.41572 -0.02 0.01 0.01
H 0.23283 -11.87709 -5.89431 0.24 0.28 0.08
H -1.64695 -7.55739 -1.60500 -0.23 -0.32 -0.09
```
Forces are in eV/Å.

## Properties
HOMO = -10.712 eV
E = -290660.5883 eV
LUMO energy = -0.1273 hartree
largest force on an atom = 0.1742 Eh/bohr
Kohn-Sham gap = 0.2664 hartree
charge = +1